No. 1
95
Properties=species:S:1:pos:R:3:forces:R:3 method="wB97M-V/def2-TZVPD" max_force_ev_per_a=3.4 gap_ev=6.33 smiles="C#CC1=CC(=O)C(I)=C(S(=O)(=O)C(F)(F)C(F)(F)F)C1=O.COCCNCCOC.COCCNCCOC.COCCNCCOC" homo_ha=-0.3104
C 3.640177 2.339606 -1.399432 0.55 -0.14 -0.04
C 3.590177 1.138750 -1.372036 0.52 -0.48 0.53
C 3.568909 -0.301451 -1.167837 -0.37 0.38 -0.28
C 2.397237 -0.939142 -1.209716 0.16 -1.16 0.29
C 2.363482 -2.430546 -0.987630 0.31 0.99 -0.37
O 1.313059 -3.004928 -0.964364 -0.06 -0.50 0.08
C 3.702604 -3.181538 -0.840919 -0.37 -1.03 0.02
I 3.482453 -5.306051 -0.768047 -0.12 1.03 -0.14
C 4.884591 -2.563515 -0.773506 -0.42 0.68 0.39
S 6.466955 -3.446467 -0.557852 2.10 1.02 -2.50
O 6.718172 -4.298317 -1.684633 -1.57 -1.00 0.51
O 7.567012 -2.537787 -0.421656 -0.79 0.56 1.47
C 6.361559 -4.405445 1.039173 0.47 -0.22 0.60
F 5.260325 -4.076804 1.732791 -0.08 -0.06 -0.26
F 6.393585 -5.711309 0.764797 -0.22 0.06 -0.04
C 7.565443 -4.130811 2.008320 -1.04 0.13 0.67
F 8.721910 -4.504737 1.522687 0.27 0.17 -0.29
F 7.309688 -4.849802 3.115228 0.12 -0.35 -0.13
F 7.551959 -2.864645 2.401726 0.39 0.26 -0.37
C 4.891555 -1.027064 -0.892752 -0.23 0.34 -0.23
O 5.879234 -0.358860 -0.816484 0.34 -0.20 0.13
H 3.894533 3.382709 -1.411978 -0.41 -0.28 -0.07
H 1.429004 -0.456152 -1.383421 0.36 -0.20 0.06
C -0.881954 -0.217609 -8.189721 0.15 -0.14 0.11
O 0.472172 0.012738 -7.843585 -0.32 0.15 -0.12
C 0.862913 1.379334 -7.941586 0.57 -0.05 0.11
C 1.122385 1.968847 -6.565998 -0.36 -0.16 -0.01
N -0.120049 2.130567 -5.817383 0.22 0.04 0.05
C 0.072655 2.444134 -4.402410 -0.29 -0.17 -0.12
C 0.778009 1.404321 -3.531536 -0.02 0.31 0.27
O 0.044332 0.204018 -3.334588 0.29 0.05 -0.28
C 0.180400 -0.759076 -4.367930 -0.24 -0.09 0.22
H -1.031321 -1.295177 -8.250523 0.07 0.01 0.01
H -1.560300 0.178286 -7.426904 -0.12 0.07 -0.12
H -1.123067 0.222658 -9.161257 -0.06 0.03 0.03
H 0.137280 1.974615 -8.502097 -0.14 -0.06 0.10
H 1.803397 1.393757 -8.501042 -0.03 0.04 -0.01
H 1.603394 2.944789 -6.678900 0.00 0.00 0.03
H 1.819882 1.299234 -6.047737 0.18 0.04 -0.12
H -0.657547 1.276438 -5.883448 -0.01 0.02 -0.04
H -0.923284 2.607777 -3.981430 0.06 0.03 0.08
H 0.607924 3.395601 -4.322693 0.07 -0.05 -0.01
H 0.889297 1.841679 -2.535987 -0.03 -0.02 0.00
H 1.794078 1.182105 -3.876361 -0.04 -0.08 -0.13
H 1.168030 -0.730504 -4.834298 -0.03 0.09 -0.06
H -0.599396 -0.627895 -5.121279 0.13 -0.04 -0.17
H 0.036700 -1.747365 -3.924868 0.03 0.03 0.05
C -5.788631 0.617634 1.584292 0.15 -0.16 0.07
O -5.531830 -0.744922 1.298422 -0.17 0.35 -0.09
C -5.982656 -1.148987 0.008679 0.12 -0.59 -0.01
C -4.812439 -1.441945 -0.915551 0.06 0.37 0.19
N -4.110640 -0.217893 -1.286606 -0.02 -0.22 -0.05
C -2.830754 -0.441530 -1.961551 -0.06 0.29 0.18
C -1.722866 -1.155093 -1.187107 0.14 -0.05 -0.24
O -1.200236 -0.413083 -0.096896 -0.14 -0.24 -0.07
C -1.930289 -0.522992 1.116639 0.31 0.10 -0.17
H -5.571334 0.783735 2.639034 -0.01 -0.07 0.00
H -5.142313 1.276274 0.995102 -0.12 0.12 -0.04
H -6.837099 0.870240 1.401632 0.02 0.06 -0.03
H -6.666340 -0.418535 -0.432312 0.11 0.13 0.03
H -6.541934 -2.078648 0.153875 -0.03 0.03 -0.03
H -5.186784 -1.930143 -1.820380 0.03 0.00 -0.01
H -4.148216 -2.143126 -0.395511 -0.12 -0.18 0.00
H -3.939739 0.327944 -0.452356 0.00 -0.01 0.00
H -2.452187 0.543750 -2.243307 0.10 -0.08 -0.06
H -3.017705 -0.985788 -2.893784 -0.01 -0.06 0.03
H -0.888558 -1.285239 -1.875167 -0.03 0.00 0.04
H -2.009732 -2.164476 -0.869043 -0.13 0.07 0.16
H -2.396259 -1.505726 1.231593 -0.10 0.03 -0.11
H -2.682504 0.267405 1.181252 -0.15 -0.11 0.13
H -1.238866 -0.373499 1.938284 0.02 0.01 -0.08
C 1.111658 3.011539 7.355720 0.01 -0.23 -0.04
O 0.265702 1.959124 7.783601 0.05 0.37 -0.03
C -0.990047 2.403965 8.287923 -0.22 -0.50 0.18
C -2.120072 2.015228 7.350071 0.28 0.19 -0.19
N -2.073143 2.791338 6.114821 -0.13 -0.16 0.07
C -2.962219 2.296580 5.065136 0.24 0.16 -0.06
C -2.702265 0.894788 4.510835 -0.31 0.07 -0.21
O -1.495511 0.771744 3.776455 -0.01 0.04 0.55
C -0.339323 0.533452 4.562464 0.09 0.07 -0.33
H 2.095029 2.587527 7.155117 -0.04 -0.05 0.03
H 0.742141 3.468019 6.431760 0.03 0.17 0.05
H 1.213955 3.777347 8.129681 -0.02 0.05 -0.05
H -0.992438 3.477509 8.494416 0.06 0.04 -0.16
H -1.143616 1.885018 9.239177 -0.01 0.05 0.00
H -3.077147 2.192385 7.849334 -0.02 -0.01 -0.03
H -2.028403 0.940134 7.152954 -0.06 -0.08 0.19
H -1.126722 2.785858 5.758532 0.00 0.02 0.03
H -2.883582 3.000971 4.232424 -0.07 -0.06 -0.04
H -3.994700 2.349982 5.425680 0.02 -0.07 0.04
H -3.501773 0.680489 3.795746 0.03 -0.01 -0.03
H -2.770748 0.116294 5.278850 0.14 0.04 0.08
H -0.559269 -0.053241 5.457219 -0.03 0.08 0.05
H 0.142221 1.475199 4.834535 0.06 -0.06 0.20
H 0.370627 -0.025572 3.949417 -0.07 -0.02 -0.03



No. 2
89
Properties=species:S:1:pos:R:3:forces:R:3 method="wB97M-V/def2-TZVPD" max_force_ev_per_a=0.5 gap_ev=10.06 smiles="COC[C@H](C)N.O=C1CCCO1.O=C1CCCO1.O=C1CCCO1.O=C1CCCO1.O=C1CCCO1.O=C1CCCO1" homo_ha=-0.3451
C 2.246861 1.580762 -1.003647 0.41 0.04 -0.02
O 1.262318 0.678449 -1.450160 -0.07 0.12 0.17
C 0.118930 1.396466 -1.862303 -0.14 -0.17 -0.22
C -0.850551 1.689002 -0.716630 0.06 0.00 0.13
C -1.810755 0.523572 -0.517769 0.18 0.14 0.13
N -1.479293 2.992177 -0.945086 0.04 0.12 -0.13
H 2.746398 2.048718 -1.858852 -0.01 0.12 0.00
H 1.833267 2.369385 -0.366443 -0.06 0.00 0.04
H 3.002956 1.046451 -0.433786 -0.03 -0.18 0.01
H -0.391761 0.783174 -2.606745 0.01 -0.06 -0.05
H 0.426357 2.321926 -2.364911 -0.02 0.08 0.05
H -0.269511 1.782500 0.206198 0.13 0.05 -0.05
H -2.275770 0.214482 -1.453483 -0.17 0.07 -0.01
H -2.580086 0.777876 0.210592 -0.11 -0.05 -0.03
H -1.275194 -0.334865 -0.119685 0.06 -0.07 -0.05
H -2.293427 3.106470 -0.354372 -0.06 -0.03 -0.07
H -1.778227 3.091271 -1.908792 -0.18 -0.11 0.03
O -5.070681 -1.652613 0.775170 -0.05 0.04 0.11
C -4.125573 -2.348369 1.025277 -0.08 -0.12 -0.11
O -2.916278 -2.134667 0.469257 -0.02 -0.07 0.02
C -1.991385 -3.170535 0.863831 0.04 -0.06 0.01
C -2.555675 -3.740327 2.158073 -0.16 0.12 0.00
C -4.057188 -3.553306 1.943243 0.24 0.09 0.10
H -1.954707 -3.915941 0.068358 -0.02 -0.03 0.02
H -1.008449 -2.719144 0.977747 -0.01 0.05 -0.02
H -2.229478 -4.761896 2.313149 -0.09 0.01 0.02
H -2.225960 -3.135713 3.004711 0.03 0.00 0.00
H -4.500293 -4.392640 1.406499 -0.03 0.00 0.00
H -4.616265 -3.364705 2.856469 -0.09 -0.02 -0.04
O 2.984888 0.265016 4.780910 0.04 -0.10 0.00
C 3.630980 0.956490 4.055452 -0.03 0.33 -0.07
O 4.401558 1.979010 4.524509 -0.01 -0.09 -0.06
C 4.966341 2.715460 3.428561 0.14 0.09 -0.08
C 4.970975 1.756430 2.245967 -0.04 -0.02 -0.01
C 3.728716 0.926680 2.539720 0.21 -0.10 -0.04
H 4.336130 3.589174 3.240015 0.01 0.01 0.01
H 5.963019 3.047191 3.710281 -0.04 0.02 0.12
H 4.950440 2.268683 1.285226 -0.02 0.05 0.02
H 5.862157 1.128764 2.273707 0.01 0.00 0.03
H 2.834674 1.400846 2.129676 -0.09 -0.11 0.04
H 3.793208 -0.098617 2.186388 -0.19 -0.02 -0.01
O 7.255684 4.335710 -1.042673 0.13 -0.09 0.00
C 6.522892 5.005411 -0.379509 -0.18 0.15 -0.07
O 5.194060 4.742051 -0.289712 0.05 -0.11 0.02
C 4.532077 5.752048 0.489727 -0.11 0.36 0.26
C 5.627052 6.367490 1.357749 0.10 -0.13 -0.04
C 6.851022 6.232899 0.454657 -0.15 -0.12 0.12
H 4.081276 6.478440 -0.188850 0.19 -0.15 0.17
H 3.743499 5.280181 1.072148 -0.01 -0.13 -0.05
H 5.401424 7.385441 1.666259 -0.01 0.03 -0.07
H 5.771001 5.765022 2.256779 0.00 0.02 0.04
H 6.964843 7.080461 -0.223175 0.00 -0.01 -0.02
H 7.785110 6.079127 0.987623 0.07 0.04 -0.07
O 3.587429 7.096954 -2.136805 0.06 0.22 -0.17
C 2.519562 6.571209 -2.252832 -0.23 -0.23 -0.19
O 1.827125 6.110733 -1.188200 -0.03 0.06 0.06
C 0.626031 5.432143 -1.611348 -0.02 0.04 -0.07
C 0.329563 5.988733 -3.000620 0.13 0.05 0.02
C 1.735515 6.283681 -3.523123 -0.14 0.08 0.14
H 0.825193 4.362233 -1.624221 0.00 -0.01 0.01
H -0.153943 5.623035 -0.881814 0.04 0.01 0.05
H -0.244571 5.300482 -3.617448 0.04 -0.04 0.01
H -0.234479 6.918273 -2.915020 -0.02 -0.01 0.00
H 2.189924 5.416920 -4.006854 0.03 0.01 -0.02
H 1.794048 7.133577 -4.197201 0.08 -0.03 -0.05
O -5.208218 -4.455762 -0.963289 0.17 -0.19 -0.02
C -6.382622 -4.668820 -0.914297 -0.11 0.26 -0.06
O -6.929339 -5.828143 -1.357566 0.00 -0.04 0.01
C -8.363342 -5.767653 -1.268976 -0.07 0.04 0.03
C -8.657337 -4.700384 -0.217745 0.10 0.02 -0.01
C -7.475375 -3.750711 -0.402223 -0.09 -0.24 0.12
H -8.754930 -5.496415 -2.251883 -0.01 0.02 0.00
H -8.726361 -6.758133 -1.006663 0.04 -0.02 0.00
H -9.632776 -4.237259 -0.347299 0.00 0.01 -0.05
H -8.622418 -5.144253 0.777986 -0.02 -0.01 0.00
H -7.659872 -2.994186 -1.166900 0.02 0.03 0.01
H -7.143284 -3.248629 0.502498 0.04 0.11 -0.07
O -0.514467 -6.053312 1.717042 0.23 -0.11 0.03
C -0.461550 -6.792080 0.777732 -0.12 -0.06 -0.01
O -1.242740 -6.607202 -0.310462 -0.01 0.02 -0.05
C -1.065954 -7.680292 -1.250987 0.04 -0.07 -0.01
C 0.303220 -8.271287 -0.923485 0.00 0.06 0.07
C 0.393977 -8.029773 0.582850 0.03 0.09 -0.21
H -1.874637 -8.398765 -1.103058 0.01 -0.02 0.01
H -1.142432 -7.266208 -2.252495 0.00 0.05 0.01
H 0.395386 -9.313768 -1.218801 -0.04 -0.02 0.03
H 1.081282 -7.703380 -1.434427 0.00 -0.01 -0.02
H -0.052130 -8.839892 1.162682 0.01 0.00 0.03
H 1.400919 -7.849028 0.947910 -0.02 -0.03 0.09